# 1
{"formula": "C27H48N3O8", "method": "ωB97M-V/def2-TZVPD", "species": ["C", "C", "C", "N", "C", "C", "C", "C", "N", "C", "C", "N", "C", "C", "H", "H", "H", "H", "H", "H", "H", "H", "H", "H", "H", "H", "H", "H", "H", "H", "O", "C", "O", "C", "C", "C", "H", "H", "H", "H", "H", "H", "H", "H", "O", "C", "O", "C", "C", "C", "H", "H", "H", "H", "H", "H", "H", "H", "O", "C", "O", "C", "C", "C", "H", "H", "H", "H", "H", "H", "H", "H", "O", "C", "O", "C", "C", "C", "H", "H", "H", "H", "H", "H", "H", "H"], "coordinates": [[1.042, -3.607, -1.433], [-0.261, -3.150, -1.736], [-0.153, -1.825, -2.055], [1.163, -1.459, -1.952], [1.665, -0.133, -2.246], [0.965, 0.977, -1.446], [-0.161, 1.691, -2.210], [-1.450, 1.913, -1.394], [-2.582, 1.084, -1.839], [-3.114, 0.020, -1.156], [-4.125, -0.472, -1.907], [-4.185, 0.312, -3.037], [-3.243, 1.246, -2.973], [1.893, -2.546, -1.576], [1.302, -4.615, -1.156], [-1.167, -3.733, -1.720], [-0.891, -1.111, -2.375], [2.737, -0.112, -2.055], [1.541, 0.054, -3.317], [0.559, 0.531, -0.537], [1.719, 1.717, -1.182], [-0.429, 1.138, -3.115], [0.172, 2.668, -2.556], [-1.779, 2.949, -1.473], [-1.309, 1.711, -0.333], [-2.738, -0.318, -0.207], [-4.792, -1.294, -1.723], [-4.850, 0.185, -3.782], [-3.040, 2.013, -3.700], [2.959, -2.511, -1.425], [-3.132, 1.035, 1.589], [-3.530, 2.156, 1.813], [-2.967, 2.839, 2.805], [-3.239, 4.229, 3.077], [-4.463, 4.409, 3.947], [-4.688, 2.758, 1.049], [-3.308, 4.790, 2.144], [-2.356, 4.580, 3.606], [-5.370, 4.050, 3.458], [-4.597, 5.464, 4.185], [-4.343, 3.859, 4.878], [-5.614, 2.428, 1.519], [-4.667, 2.376, 0.030], [-4.681, 3.843, 1.012], [-1.603, 3.794, 6.170], [-1.984, 2.866, 6.835], [-1.848, 2.934, 8.168], [-2.400, 1.958, 9.060], [-1.483, 0.767, 9.242], [-2.541, 1.616, 6.193], [-3.398, 1.663, 8.733], [-2.518, 2.489, 10.002], [-1.338, 0.223, 8.308], [-1.902, 0.079, 9.977], [-0.506, 1.098, 9.591], [-1.710, 0.969, 5.916], [-3.057, 1.921, 5.287], [-3.236, 1.057, 6.813], [2.336, 3.036, -3.843], [3.455, 2.834, -3.446], [3.739, 3.152, -2.169], [4.993, 2.833, -1.545], [6.050, 3.880, -1.819], [4.539, 2.303, -4.350], [5.319, 1.833, -1.834], [4.764, 2.799, -0.481], [6.290, 3.943, -2.880], [6.964, 3.641, -1.276], [5.699, 4.860, -1.497], [4.978, 3.143, -4.887], [4.079, 1.635, -5.073], [5.330, 1.763, -3.836], [4.522, -6.142, -5.141], [3.837, -6.669, -4.310], [4.072, -7.961, -4.005], [3.426, -8.636, -2.922], [2.077, -9.198, -3.321], [2.686, -5.940, -3.653], [3.358, -7.985, -2.049], [4.106, -9.444, -2.661], [1.378, -8.409, -3.598], [1.645, -9.764, -2.495], [2.188, -9.862, -4.178], [1.810, -6.020, -4.296], [2.957, -4.891, -3.564], [2.434, -6.307, -2.662]], "charge": 1, "homo_lumo_gap_ev": 8.0, "fmax_ev_per_a": 0.47, "homo_energy_ev": -10.57}


# 2
{"formula": "C41H64BN3OsP2Se2", "method": "ωB97M-V/def2-TZVPD", "species": ["Os", "C", "C", "C", "C", "P", "C", "N", "B", "N", "C", "P", "C", "C", "C", "C", "C", "C", "C", "C", "C", "C", "C", "C", "C", "C", "C", "C", "C", "C", "H", "H", "H", "H", "H", "H", "H", "H", "H", "H", "H", "H", "H", "H", "H", "H", "H", "H", "H", "H", "H", "H", "H", "H", "H", "H", "H", "H", "H", "H", "H", "H", "H", "H", "H", "H", "H", "H", "H", "H", "H", "H", "H", "H", "C", "Se", "C", "C", "Se", "C", "H", "H", "H", "H", "H", "H", "H", "H", "H", "H", "N", "C", "C", "C", "C", "C", "C", "C", "C", "C", "C", "C", "C", "C", "H", "H", "H", "H", "H", "H", "H", "H", "H", "H"], "coordinates": [[-0.706, 0.569, 0.291], [3.868, -2.024, 2.993], [3.416, -0.777, 2.237], [4.630, 0.050, 1.825], [2.526, 0.034, 3.175], [2.345, -1.204, 0.715], [1.110, -2.415, 1.409], [-0.061, -2.521, 0.596], [-0.889, -1.457, 0.135], [-1.868, -2.046, -0.712], [-2.801, -1.314, -1.527], [-3.041, 0.369, -0.731], [-3.158, 1.581, -2.199], [-1.725, 2.077, -2.392], [-4.023, 2.803, -1.898], [-3.617, 0.898, -3.489], [-4.775, 0.112, 0.029], [-4.688, -1.127, 0.931], [-5.847, -0.114, -1.039], [-5.199, 1.322, 0.869], [-1.660, -3.407, -0.748], [-2.328, -4.413, -1.431], [-1.891, -5.715, -1.272], [-0.808, -6.013, -0.445], [-0.127, -5.019, 0.233], [-0.548, -3.707, 0.075], [3.328, -2.121, -0.635], [4.388, -3.033, -0.023], [4.002, -1.099, -1.549], [2.360, -3.008, -1.419], [4.236, -1.706, 3.965], [4.683, -2.543, 2.506], [3.054, -2.721, 3.166], [5.205, 0.300, 2.714], [4.340, 0.980, 1.346], [5.288, -0.495, 1.155], [3.142, 0.616, 3.856], [1.897, -0.626, 3.772], [1.886, 0.720, 2.627], [0.840, -2.078, 2.419], [1.607, -3.383, 1.485], [-3.750, -1.849, -1.604], [-2.396, -1.187, -2.538], [-1.416, 2.722, -1.563], [-1.655, 2.660, -3.307], [-1.044, 1.232, -2.484], [-3.718, 3.276, -0.965], [-5.082, 2.569, -1.857], [-3.882, 3.535, -2.693], [-2.808, 0.331, -3.942], [-3.918, 1.657, -4.207], [-4.462, 0.239, -3.337], [-4.832, -2.048, 0.374], [-5.473, -1.084, 1.681], [-3.727, -1.194, 1.443], [-5.604, -0.919, -1.728], [-6.050, 0.786, -1.610], [-6.771, -0.391, -0.538], [-4.664, 1.370, 1.809], [-6.259, 1.233, 1.102], [-5.059, 2.260, 0.344], [-3.161, -4.183, -2.073], [-2.391, -6.515, -1.793], [-0.496, -7.039, -0.331], [0.703, -5.275, 0.872], [5.211, -2.478, 0.414], [4.800, -3.650, -0.819], [3.963, -3.704, 0.719], [4.478, -0.304, -0.976], [3.291, -0.654, -2.240], [4.772, -1.596, -2.135], [2.112, -3.912, -0.866], [2.824, -3.310, -2.355], [1.434, -2.501, -1.663], [-0.181, 0.893, 5.100], [-0.845, 0.065, 3.449], [-2.526, 1.057, 3.321], [-2.385, 2.549, 3.092], [-1.566, 3.046, 1.357], [-0.301, 4.359, 2.053], [-0.967, 0.835, 5.849], [0.115, 1.926, 4.939], [0.676, 0.321, 5.441], [-3.083, 0.879, 4.243], [-3.034, 0.569, 2.488], [-1.770, 3.007, 3.866], [-3.368, 3.025, 3.120], [-0.853, 5.213, 2.446], [0.331, 4.687, 1.229], [0.301, 3.909, 2.839], [1.408, 0.027, 0.134], [1.858, 1.015, -0.767], [1.417, 1.025, -2.129], [1.635, 2.149, -2.962], [1.318, 2.114, -4.300], [0.758, 0.977, -4.873], [0.465, -0.112, -4.062], [0.761, -0.086, -2.715], [2.782, 2.038, -0.298], [2.567, 2.671, 0.930], [3.431, 3.645, 1.390], [4.538, 4.003, 0.636], [4.765, 3.386, -0.585], [3.900, 2.420, -1.054], [2.046, 3.054, -2.545], [1.514, 2.979, -4.911], [0.542, 0.954, -5.927], [0.008, -0.994, -4.484], [0.527, -0.942, -2.097], [1.678, 2.415, 1.497], [3.243, 4.135, 2.333], [5.216, 4.763, 0.989], [5.623, 3.657, -1.178], [4.095, 1.942, -2.004]], "charge": 2, "homo_lumo_gap_ev": [6.7, 5.8], "fmax_ev_per_a": 1.27, "spin_multiplicity": 5, "homo_energy_ev": [-11.42, -12.73]}


# 3
{"formula": "C33H37N2O3PRhSi", "method": "ωB97M-V/def2-TZVPD", "species": ["Rh", "N", "C", "C", "O", "N", "C", "C", "O", "O", "H", "H", "H", "H", "H", "H", "C", "C", "C", "C", "C", "C", "C", "P", "C", "C", "C", "C", "C", "C", "C", "C", "C", "C", "C", "C", "C", "C", "H", "H", "H", "H", "H", "H", "H", "H", "H", "H", "H", "H", "H", "H", "H", "H", "H", "H", "H", "H", "C", "Si", "C", "C", "C", "C", "C", "C", "C", "H", "H", "H", "H", "H", "H", "H", "H", "H", "H", "H"], "coordinates": [[0.168, -0.121, -0.042], [0.017, 2.178, 0.713], [-0.701, 2.005, 1.984], [0.013, 0.906, 2.771], [0.235, 1.065, 3.976], [0.435, -0.099, 2.001], [1.695, -0.724, 2.363], [2.755, -0.320, 1.321], [3.946, -0.336, 1.598], [2.271, 0.029, 0.166], [1.001, 2.368, 0.878], [-0.360, 2.938, 0.157], [-1.733, 1.718, 1.769], [-0.712, 2.900, 2.608], [1.632, -1.815, 2.347], [2.015, -0.421, 3.358], [1.161, -2.461, -3.504], [1.301, -1.242, -4.359], [1.850, -1.402, -5.632], [1.993, -0.341, -6.505], [1.582, 0.922, -6.108], [1.040, 1.099, -4.847], [0.887, 0.033, -3.951], [0.011, 0.361, -2.347], [0.227, 2.185, -2.295], [1.502, 2.535, -1.841], [1.874, 3.861, -1.703], [0.957, 4.860, -2.002], [-0.314, 4.516, -2.432], [-0.705, 3.185, -2.593], [-2.101, 2.900, -3.086], [-1.692, -0.145, -2.742], [-2.155, -0.475, -4.011], [-3.398, -1.071, -4.167], [-4.168, -1.340, -3.041], [-3.710, -1.000, -1.778], [-2.467, -0.393, -1.598], [-1.934, -0.002, -0.260], [2.109, -2.994, -3.430], [0.424, -3.145, -3.931], [0.843, -2.214, -2.499], [2.171, -2.393, -5.931], [2.424, -0.497, -7.486], [1.684, 1.770, -6.773], [0.728, 2.092, -4.555], [2.194, 1.751, -1.544], [2.865, 4.108, -1.346], [1.225, 5.903, -1.887], [-1.033, 5.298, -2.654], [-2.652, 3.834, -3.203], [-2.654, 2.259, -2.400], [-2.087, 2.390, -4.050], [-1.533, -0.291, -4.880], [-3.753, -1.341, -5.153], [-5.128, -1.831, -3.150], [-4.312, -1.223, -0.904], [-2.526, -0.455, 0.539], [-2.044, 1.086, -0.171], [-1.029, -2.842, 1.786], [-0.136, -2.408, 0.178], [-1.219, -3.310, -1.121], [1.510, -3.378, 0.249], [1.600, -4.576, 0.967], [2.777, -5.311, 1.022], [3.909, -4.857, 0.361], [3.852, -3.663, -0.343], [2.670, -2.938, -0.395], [-1.254, -3.913, 1.807], [-1.976, -2.301, 1.843], [-0.450, -2.581, 2.672], [-0.711, -4.210, -1.477], [-1.486, -2.705, -1.984], [-2.155, -3.624, -0.649], [0.734, -4.946, 1.504], [2.813, -6.231, 1.594], [4.836, -5.416, 0.416], [4.740, -3.275, -0.827], [2.669, -1.975, -0.888]], "charge": -1, "homo_lumo_gap_ev": 7.1, "fmax_ev_per_a": 0.56, "de_lowest_ev": 0.000, "homo_energy_ev": -4.62}